Entry 1:
Density functional theory data (ωB97M-V/def2-TZVPD) for CH4NO3P in the gas phase in a non-equilibrium geometry.

Geometry as ORCA input:
```
! wB97M-V def2-TZVPD RIJCOSX def2/J DEFGRID3
* xyz 0 1
C 0.86 0.15 0.28
N 0.16 0.04 -0.93
O 0.14 0.63 3.12
O -1.58 -0.22 1.29
O 0.87 -1.13 1.14
P 0.02 0.07 1.78
H 1.88 0.71 0.27
H 0.30 -0.84 -1.46
H -2.14 0.35 1.70
H -0.86 0.03 -0.68
*
```

Output
HOMO level in hartree: -0.3936
F_max in eV/A: 5.16
E_tot in eV: -18023.646
Structure (SMILES): N[C@@H]1O[P@]1(=O)O

Charges computed using Mulliken, reported in e: C 0.10; N -0.60; O -0.62; O -0.52; O -0.42; P 0.83; H 0.32; H 0.27; H 0.29; H 0.34

=====

Entry 2:
Density functional theory data (ωB97M-V/def2-TZVPD) for 5 unconnected molecules or ions with the total composition C27H53BrCl2IN2O4S in a non-equilibrium geometry.

Geometry as ORCA input:
```
! wB97M-V def2-TZVPD RIJCOSX def2/J DEFGRID3
* xyz 1 1
C 0.57 -2.03 3.67
C 0.94 -3.09 2.47
Cl 1.15 -4.89 3.00
C 1.15 -2.74 1.03
Cl 1.59 -4.16 -0.11
C 1.02 -1.17 0.57
C -0.21 -0.67 -0.31
C -1.31 -1.87 -0.72
C -2.30 -2.16 0.56
C -2.70 -0.82 1.43
S -3.68 0.46 0.43
N -0.57 0.64 -0.84
N 0.38 1.52 -0.50
Br 0.02 3.27 -1.18
C 1.60 1.39 0.28
C 2.57 2.71 0.50
C 2.08 0.01 0.96
I 3.84 -0.35 2.20
H 1.54 -1.95 4.36
H -0.26 -2.48 4.40
H 0.33 -0.94 3.32
H -1.91 -1.56 -1.71
H -0.79 -2.89 -0.98
H -1.88 -2.95 1.33
H -3.31 -2.59 0.09
H -1.77 -0.31 1.98
H -3.43 -1.14 2.31
H -3.06 1.71 0.64
H 2.89 3.21 -0.54
H 3.57 2.49 1.07
H 1.98 3.50 1.17
C -5.72 -7.43 -0.83
C -4.86 -6.18 -0.72
O -4.53 -5.84 0.63
C -3.77 -6.80 1.36
C -2.41 -7.09 0.75
H -6.61 -7.34 -0.20
H -6.03 -7.58 -1.87
H -5.17 -8.32 -0.51
H -5.42 -5.33 -1.12
H -3.95 -6.26 -1.32
H -4.35 -7.72 1.49
H -3.62 -6.38 2.36
H -2.51 -7.58 -0.23
H -1.83 -7.75 1.40
H -1.85 -6.16 0.59
C 6.95 0.36 -0.59
C 7.81 1.61 -0.47
O 8.14 1.94 0.87
C 8.90 0.98 1.60
C 10.26 0.69 0.99
H 6.06 0.44 0.04
H 6.63 0.20 -1.62
H 7.49 -0.54 -0.27
H 7.24 2.45 -0.88
H 8.71 1.52 -1.08
H 8.32 0.06 1.73
H 9.05 1.40 2.60
H 10.16 0.20 0.02
H 10.84 0.03 1.64
H 10.81 1.62 0.83
C 3.21 7.63 -2.95
C 2.73 7.64 -1.51
O 3.25 6.57 -0.72
C 4.66 6.52 -0.57
C 5.24 7.74 0.12
H 3.02 6.65 -3.41
H 2.70 8.40 -3.53
H 4.29 7.81 -3.01
H 1.64 7.53 -1.50
H 2.94 8.60 -1.03
H 5.14 6.35 -1.54
H 4.87 5.64 0.04
H 5.12 8.64 -0.49
H 6.31 7.60 0.31
H 4.73 7.92 1.07
C -6.66 -0.94 -1.28
C -7.17 0.40 -1.77
O -8.41 0.31 -2.48
C -9.52 -0.20 -1.76
C -9.90 0.64 -0.55
H -6.60 -1.66 -2.11
H -5.66 -0.83 -0.84
H -7.32 -1.37 -0.52
H -6.44 0.82 -2.47
H -7.26 1.12 -0.95
H -9.34 -1.25 -1.48
H -10.37 -0.21 -2.46
H -9.12 0.61 0.21
H -10.82 0.26 -0.10
H -10.05 1.68 -0.84
*
```

Output
HOMO level in hartree: -0.4036
F_max in eV/A: 6.44
E_tot in eV: -154033.330

Charges computed using Mulliken, reported in e: C -0.91; C 0.33; Cl -0.15; C -0.32; Cl -0.11; C 0.78; C 0.10; C -0.61; C -0.15; C -0.55; S -0.21; N -0.60; N 0.19; Br 0.14; C 1.33; C -1.28; C -0.79; I 0.24; H 0.31; H 0.34; H 0.20; H 0.38; H 0.28; H 0.09; H 0.27; H 0.17; H 0.40; H 0.13; H 0.36; H 0.24; H 0.36; C -1.14; C -0.19; O -0.41; C -0.36; C -0.89; H 0.29; H 0.40; H 0.27; H 0.28; H 0.31; H 0.33; H 0.32; H 0.28; H 0.39; H 0.14; C -0.81; C -0.35; O -0.41; C -0.24; C -1.05; H 0.04; H 0.41; H 0.29; H 0.32; H 0.31; H 0.23; H 0.34; H 0.26; H 0.39; H 0.28; C -1.03; C -0.32; O -0.41; C -0.17; C -1.14; H 0.27; H 0.40; H 0.26; H 0.33; H 0.31; H 0.31; H 0.23; H 0.27; H 0.39; H 0.31; C -0.32; C -0.45; O -0.44; C -0.29; C -1.02; H 0.33; H -0.26; H 0.28; H 0.31; H 0.32; H 0.27; H 0.33; H 0.25; H 0.39; H 0.28

=====

Entry 3:
Density functional theory data (ωB97M-V/def2-TZVPD) for a molecular structure, C28H23CoFNO5PTe.

Geometry as ORCA input:
```
! wB97M-V def2-TZVPD RIJCOSX def2/J DEFGRID3
* xyz -1 5
Co 0.40 -0.65 0.10
C 7.01 -4.05 0.07
C 7.06 -2.55 0.28
C 8.20 -1.93 -0.52
C 8.28 -0.44 -0.28
C 6.95 0.20 -0.58
C 6.88 1.52 -0.98
C 5.64 2.10 -1.25
F 5.62 3.39 -1.64
C 4.48 1.40 -1.13
C 4.53 0.06 -0.74
C 3.26 -0.67 -0.58
O 2.20 -0.07 -0.82
C 3.38 -2.03 -0.16
C 4.62 -2.55 0.06
N 5.79 -1.89 -0.08
C 5.76 -0.55 -0.47
C 2.23 -3.01 0.03
O 2.52 -4.19 0.21
O 1.05 -2.54 -0.02
H 8.02 -4.45 0.20
H 6.68 -4.29 -0.94
H 6.36 -4.56 0.78
H 7.26 -2.35 1.34
H 8.03 -2.13 -1.59
H 9.13 -2.42 -0.24
H 9.06 0.02 -0.88
H 8.54 -0.26 0.77
H 7.78 2.11 -1.09
H 3.51 1.85 -1.33
H 4.66 -3.58 0.36
O -2.53 1.05 -2.27
C -1.93 0.44 -1.39
O -0.67 0.18 -1.37
C -2.72 -0.06 -0.17
P -1.90 -1.56 0.44
C -2.91 -2.05 1.88
C -3.88 -3.04 1.85
C -4.61 -3.35 2.99
C -4.39 -2.66 4.17
C -3.42 -1.67 4.22
C -2.68 -1.37 3.08
C -2.32 -2.83 -0.80
C -1.65 -4.05 -0.71
C -1.93 -5.07 -1.60
C -2.87 -4.88 -2.61
C -3.52 -3.66 -2.73
C -3.25 -2.64 -1.82
H -3.78 -0.14 -0.39
H -2.60 0.68 0.63
H -4.07 -3.58 0.93
H -5.37 -4.13 2.95
H -4.96 -2.91 5.06
H -3.23 -1.14 5.14
H -1.91 -0.60 3.12
H -0.88 -4.18 0.04
H -1.40 -6.01 -1.52
H -3.08 -5.67 -3.31
H -4.23 -3.49 -3.53
H -3.74 -1.68 -1.93
Te 0.86 0.48 2.43
*
```

Output
HOMO level (spin up / spin down) in hartree: -0.1630 / -0.1544
F_max in eV/A: 0.21
E_tot in eV: -98068.705
⟨S²⟩: 6.014

Charges computed using Mulliken, reported in e: Co 0.01; C -1.83; C 0.56; C -0.96; C -1.01; C 1.09; C -0.73; C 0.16; F -0.37; C -1.00; C 0.58; C 1.29; O -0.94; C -0.26; C -0.34; N 0.32; C -0.72; C 0.36; O -0.79; O -0.49; H 0.44; H 0.39; H 0.53; H 0.09; H 0.33; H 0.36; H 0.43; H 0.31; H 0.49; H 0.65; H 0.66; O -0.75; C 0.46; O -0.60; C -1.01; P 1.26; C 0.60; C -0.30; C -0.61; C -0.44; C -0.61; C -0.36; C 0.12; C -0.16; C -0.84; C -0.40; C -0.75; C 0.09; H 0.45; H 0.52; H 0.31; H 0.38; H 0.35; H 0.39; H 0.00; H 0.35; H 0.40; H 0.36; H 0.39; H 0.28; Te -0.47

=====

Entry 4:
Density functional theory data (ωB97M-V/def2-TZVPD) for C19H23NO6S in the gas phase.

Geometry as ORCA input:
```
! wB97M-V def2-TZVPD RIJCOSX def2/J DEFGRID3
* xyz 0 1
C -1.50 -4.66 0.58
H -1.17 -5.64 0.90
H -1.94 -4.11 1.42
H -2.24 -4.74 -0.22
O -0.34 -3.98 0.11
C -0.35 -2.64 0.17
O -1.25 -1.99 0.62
C 0.94 -2.08 -0.42
N 1.16 -0.70 -0.14
S 0.75 0.45 -1.27
O 1.67 1.54 -1.15
O 0.66 -0.26 -2.53
C -0.87 1.03 -0.79
C -1.00 2.21 -0.10
C -2.26 2.62 0.30
C -3.38 1.85 0.04
C -3.23 0.62 -0.67
C -1.97 0.24 -1.09
H -1.81 -0.66 -1.66
O -4.36 -0.08 -0.87
C -4.24 -1.39 -1.39
H -5.24 -1.82 -1.34
H -3.90 -1.38 -2.43
H -3.55 -1.98 -0.78
O -4.65 2.15 0.40
C -4.88 3.36 1.08
H -5.95 3.40 1.25
H -4.35 3.39 2.04
H -4.58 4.23 0.48
H -2.36 3.55 0.84
H -0.12 2.80 0.10
C 1.37 -0.27 1.22
H 0.65 -0.75 1.89
H 1.17 0.81 1.22
C 2.81 -0.52 1.68
C 3.76 0.24 0.80
C 4.09 1.56 1.09
C 4.90 2.28 0.24
C 5.38 1.71 -0.92
C 5.06 0.39 -1.22
C 4.25 -0.33 -0.37
H 4.00 -1.35 -0.61
H 5.43 -0.06 -2.13
H 6.01 2.28 -1.59
H 5.15 3.31 0.47
H 3.71 2.02 1.99
H 2.90 -0.18 2.72
H 3.03 -1.59 1.65
H 0.87 -2.16 -1.51
H 1.77 -2.70 -0.09
*
```

Output
HOMO level in hartree: -0.3058
F_max in eV/A: 0.87
E_tot in eV: -44685.531
Structure (SMILES): COC(=O)CN(CCc1ccccc1)S(=O)(=O)c1ccc(OC)c(OC)c1

Charges computed using Mulliken, reported in e: C -0.69; H 0.27; H 0.31; H 0.26; O -0.35; C 0.84; O -0.56; C -1.16; N 0.66; S 1.35; O -0.61; O -0.82; C -0.49; C -0.96; C -0.52; C 0.89; C 0.56; C -0.45; H 0.62; O -0.45; C -0.72; H 0.28; H 0.34; H 0.22; O -0.42; C -0.95; H 0.23; H 0.37; H 0.37; H 0.38; H 0.57; C -0.90; H 0.35; H 0.61; C -1.39; C 0.74; C -0.32; C -0.60; C -0.48; C -0.73; C -0.12; H 0.28; H 0.39; H 0.38; H 0.38; H 0.39; H 0.52; H 0.39; H 0.47; H 0.27

=====

Question: E_tot of number 4 (C19H23NO6S)?
Answer: -44685.531 eV